1.
{
  "formula": "C33H60F2IN3O11S3",
  "method": "the ωB97M-V functional and the def2-TZVPD basis",
  "fmax_ev_per_a": 8.457,
  "elements": ["I", "S", "S", "S", "F", "F", "O", "O", "O", "O", "O", "O", "O", "O", "O", "O", "O", "N", "N", "N", "C", "C", "C", "C", "C", "C", "C", "C", "C", "C", "C", "C", "C", "C", "C", "C", "C", "C", "C", "C", "C", "C", "C", "C", "C", "C", "C", "C", "C", "C", "C", "C", "C", "H", "H", "H", "H", "H", "H", "H", "H", "H", "H", "H", "H", "H", "H", "H", "H", "H", "H", "H", "H", "H", "H", "H", "H", "H", "H", "H", "H", "H", "H", "H", "H", "H", "H", "H", "H", "H", "H", "H", "H", "H", "H", "H", "H", "H", "H", "H", "H", "H", "H", "H", "H", "H", "H", "H", "H", "H", "H", "H", "H"],
  "xyz": [[4.664, -0.028, 0.157], [0.970, 7.168, -0.721], [-2.236, 1.008, -6.540], [-0.883, -2.972, 4.711], [-2.891, 1.504, 6.800], [0.375, 4.880, -3.776], [1.188, -2.587, 0.638], [2.738, -2.668, 4.886], [0.012, -3.280, -2.964], [1.011, 7.330, -2.164], [-0.209, -4.139, 4.284], [-0.194, -2.019, 5.471], [2.504, -6.206, -1.971], [-1.518, 2.014, -5.761], [-2.916, 1.334, -7.760], [-0.754, 0.569, -2.008], [1.793, 8.092, 0.125], [2.633, -1.482, 2.718], [1.979, -3.886, -1.520], [-0.512, -1.596, -0.937], [-3.273, 0.130, -5.466], [-1.143, -0.319, -6.645], [-3.498, 1.737, 3.116], [1.592, 2.882, -3.245], [-1.443, 1.657, 5.012], [-3.158, -2.549, 3.606], [-1.651, -2.134, 3.324], [-0.774, 5.880, 0.813], [1.420, 5.476, -0.142], [2.846, 2.301, -2.736], [3.960, 4.544, -2.987], [-1.936, -1.897, -0.914], [-1.099, 1.876, 3.667], [-0.214, -0.054, -1.094], [-1.298, -1.311, -5.445], [-2.174, 1.866, 2.723], [-0.743, 7.086, -0.227], [-3.396, -2.667, 5.085], [2.745, 5.051, -3.442], [1.550, 4.287, -3.432], [-2.520, -0.860, -4.770], [2.969, -2.708, 3.669], [0.400, -5.987, -0.941], [-2.310, -3.424, 5.621], [-3.731, 1.594, 4.512], [3.333, -4.010, 2.963], [0.117, 4.877, 0.190], [2.271, -0.303, 3.556], [-2.698, 1.652, 5.476], [3.114, -3.352, -2.057], [3.981, 3.256, -2.583], [1.711, -5.489, -1.438], [0.662, 0.572, -0.079], [0.565, -6.687, -0.146], [-3.625, -3.495, 3.147], [-3.497, -1.818, 5.470], [1.167, -3.601, -1.970], [2.029, 5.226, -0.917], [-2.422, -4.511, 5.523], [-2.007, -1.609, 0.042], [4.051, -3.503, -1.458], [-1.717, 5.409, 1.002], [-0.157, -3.569, -3.874], [2.882, 1.332, -2.308], [-0.353, -1.872, -1.917], [-4.391, -2.972, 5.363], [-3.786, 0.789, -5.001], [-1.995, -3.699, 6.724], [-0.385, 4.363, -0.637], [-1.393, -2.283, -5.941], [0.017, -0.011, -6.596], [3.309, -3.766, -3.238], [-2.232, -2.860, -0.994], [2.766, 6.019, -3.603], [3.331, -2.267, -1.996], [2.129, 5.661, 0.794], [3.484, -1.466, 2.093], [0.146, -2.125, -0.281], [1.915, -1.708, 2.144], [2.601, -4.671, 2.608], [4.012, -4.094, 2.172], [4.821, 2.593, -2.347], [-0.085, 1.685, 3.359], [-4.230, -0.210, -6.082], [2.122, 0.562, 2.867], [-2.657, -1.417, -1.671], [-0.161, 6.111, 1.696], [-1.177, 8.043, 0.094], [1.635, -3.464, -0.462], [0.765, 2.277, -3.376], [-0.282, -5.326, -0.735], [-4.799, 1.583, 4.845], [-1.370, 6.996, -1.180], [0.268, 4.009, 0.859], [-1.445, -0.900, -7.736], [-0.552, 1.511, 5.575], [0.552, 1.604, -0.083], [-1.890, 1.914, 1.625], [-1.208, -2.383, 2.280], [-1.501, -1.073, 3.638], [0.014, -6.696, -1.613], [0.736, -3.368, 1.037], [-4.196, 1.570, 2.397], [2.964, -0.238, 4.320], [-3.788, -1.761, 3.143], [1.738, 0.556, -0.042], [-3.232, -1.745, -4.613], [-2.500, -0.268, -3.826], [1.288, -0.412, 3.986], [4.855, 5.148, -3.244], [-0.426, -1.485, -4.971], [0.285, 0.184, 0.827], [3.648, -4.507, 3.870]],
  "forces_ev_per_angstrom": [[-0.35, -0.31, 0.28], [2.08, 1.93, 1.37], [1.24, 1.30, 0.93], [-0.69, -0.78, -0.78], [-0.50, 0.10, -0.45], [0.63, -0.39, 0.18], [-0.70, -1.69, 0.60], [1.31, 0.73, -4.73], [-0.71, 0.38, -0.11], [0.07, -0.28, 0.88], [1.13, -1.71, -0.87], [1.68, 2.37, 1.44], [-0.15, 0.64, 0.81], [-0.86, -0.26, -0.59], [0.18, 0.20, -0.20], [1.15, -2.38, 2.53], [-1.95, -1.45, -1.58], [3.84, -0.60, 4.73], [-1.66, -3.69, 6.17], [0.08, 2.70, -4.11], [-2.51, -2.71, -6.93], [3.79, -2.82, -3.39], [3.16, -0.30, 3.51], [3.78, 0.94, 1.72], [3.40, 0.77, -1.66], [-1.52, 0.02, -2.53], [-0.87, -0.61, -0.01], [1.14, 1.53, -0.94], [0.71, 3.30, 2.95], [-1.26, 5.74, -0.74], [-0.12, 0.48, -1.62], [-0.95, 2.65, -1.58], [-3.00, -1.41, -0.45], [-1.00, 0.93, -2.44], [-1.65, 0.36, -4.18], [2.12, 0.33, -1.13], [-2.05, -0.08, -0.09], [-1.56, -4.03, -2.30], [-1.28, -4.19, 1.65], [1.46, -0.62, -0.74], [-2.47, -2.10, 4.41], [-2.75, -0.58, 1.88], [3.63, -2.72, -0.16], [2.19, -4.35, 3.12], [-1.63, 0.91, 0.35], [0.43, 0.64, 2.58], [-0.19, -3.70, -0.58], [-1.29, 0.66, -2.76], [-1.95, -0.72, -1.09], [5.69, 0.05, -3.71], [-1.15, -5.63, -0.07], [1.73, 1.27, -2.35], [-0.21, -0.82, 0.07], [0.40, 0.12, 1.13], [1.69, 1.03, 0.15], [0.24, 7.82, 3.22], [-3.06, 0.94, -3.07], [1.45, -1.90, -2.21], [-0.32, -0.05, -1.51], [-2.72, 1.17, 3.75], [-0.71, -1.26, -0.42], [-0.68, 0.40, 0.37], [0.13, 0.19, 0.58], [0.29, -0.87, -0.12], [1.44, -1.21, -1.04], [-0.46, -1.33, -0.42], [-2.74, 4.68, 4.31], [-0.66, 2.36, -1.41], [0.21, 0.45, -0.55], [-0.74, -0.06, 0.22], [-2.87, -0.16, -0.88], [-0.53, 1.28, 3.46], [0.26, -3.52, -0.30], [-0.64, 4.65, -1.29], [-1.76, -0.01, -0.45], [-1.69, -0.32, -1.84], [-0.34, 1.35, -0.05], [0.37, 0.18, 0.74], [-3.20, -1.64, -3.00], [-2.28, -0.09, -0.23], [1.64, 0.91, -0.89], [0.48, 1.23, 0.34], [0.20, 0.59, -0.13], [2.26, -0.14, 0.34], [1.02, -0.41, 0.61], [1.81, 0.20, 1.16], [-1.08, 0.75, 0.34], [0.88, -0.11, 0.63], [1.42, 0.20, -1.23], [-1.75, -0.92, -0.27], [-3.66, 3.87, 1.26], [1.07, -0.26, -0.12], [1.08, -0.92, 1.13], [0.07, 0.40, 0.19], [1.17, 1.72, 3.05], [0.07, -0.06, 1.30], [-0.96, 2.04, -0.29], [-0.58, -0.01, 1.39], [-0.73, 0.30, 2.03], [-0.34, -0.57, -0.78], [-0.42, -0.45, -1.69], [0.38, 0.80, 0.09], [-2.30, -0.06, -1.62], [1.43, 0.78, 1.29], [0.22, -0.26, 0.49], [0.81, -1.33, -0.64], [1.09, 1.10, 0.28], [1.46, -1.49, 0.25], [-0.26, -0.84, 0.28], [-0.52, -0.49, 0.94], [2.70, 0.39, 2.42], [-0.15, -0.42, 1.54], [0.82, -0.75, -0.14]],
  "mulliken_charge": [-0.67, 1.08, 1.11, 1.34, -0.31, -0.37, -1.43, -0.41, -0.92, -0.61, -0.75, -0.63, -0.50, -0.56, -0.69, -0.63, -0.70, 0.80, 0.84, 1.58, -1.33, -0.57, -1.06, -0.68, -0.09, -0.62, 0.82, -0.88, -0.02, -0.45, -0.39, -1.29, -0.56, 0.42, -0.77, 0.13, -0.68, -1.11, -0.77, 0.39, 0.43, 0.84, -1.26, -0.77, -0.19, -1.42, 0.16, -0.92, 0.04, -0.69, -0.60, 0.89, -0.11, 0.40, 0.28, 0.46, 0.06, -0.28, 0.43, 0.85, 0.33, 0.42, -0.03, 0.57, 0.14, 0.47, 0.72, 0.38, 0.25, 0.36, 0.32, 0.23, 0.26, 0.63, 0.11, 0.28, -0.09, -0.16, -0.41, 0.33, 0.47, 0.35, 0.33, 0.35, 0.32, 0.05, 0.31, 0.46, 0.19, 0.92, 0.25, 0.34, 0.35, -0.12, 0.26, 0.43, 0.21, 0.30, -0.26, -0.48, 0.38, 0.03, 0.61, 0.54, 0.37, -0.10, 0.23, -0.25, 0.25, 0.37, 0.37, -0.02, 0.40]
}



2.
{
  "formula": "C7H14O",
  "method": "the ωB97M-V functional and the def2-TZVPD basis",
  "smiles": "C=CCC(=C)CC.O",
  "fmax_ev_per_a": 1.921,
  "elements": ["O", "C", "C", "C", "C", "C", "C", "C", "H", "H", "H", "H", "H", "H", "H", "H", "H", "H", "H", "H", "H", "H"],
  "xyz": [[3.479, 0.522, 0.412], [-0.391, -1.937, 0.730], [0.291, 2.361, 0.049], [0.344, 1.034, -0.685], [-0.917, 0.266, -0.338], [-0.816, -0.523, 0.963], [-1.983, 0.180, -1.121], [-1.153, -2.872, 0.182], [-1.758, -0.371, 1.486], [1.203, 0.435, -0.387], [0.642, -2.222, 0.910], [3.816, 0.485, -0.490], [-0.338, 3.088, -0.464], [-2.188, -2.726, -0.115], [3.887, -0.244, 0.836], [-1.966, 0.360, -2.192], [-2.827, -0.366, -0.723], [-0.807, -3.872, -0.038], [0.361, 1.179, -1.770], [-0.169, 0.001, 1.676], [0.041, 2.317, 1.109], [1.248, 2.906, -0.029]],
  "forces_ev_per_angstrom": [[0.25, -0.28, -0.05], [-0.03, -0.53, -0.33], [1.19, 1.40, -0.56], [-1.02, -0.56, -0.11], [1.01, -0.19, -0.18], [-0.47, 1.56, 0.59], [0.09, -0.80, 0.10], [-0.47, -0.22, -0.12], [-0.52, -0.84, -0.11], [0.13, 0.15, 0.01], [0.01, 0.28, 0.24], [-0.07, 0.10, 0.05], [-0.69, -0.36, 0.17], [0.05, 0.32, 0.17], [-0.10, 0.16, 0.03], [-0.10, 0.67, 0.26], [-0.29, -0.06, -0.20], [0.34, -0.01, 0.12], [0.20, 0.17, 0.09], [0.50, -0.21, -0.36], [-0.14, -0.21, -0.09], [0.10, -0.53, 0.29]],
  "mulliken_charge": [-0.63, 0.00, -1.12, -0.37, 0.64, -1.15, -0.96, -0.71, 0.51, 0.15, 0.28, 0.31, 0.34, 0.21, 0.30, 0.26, 0.34, 0.26, 0.34, 0.34, 0.34, 0.32]
}



In order of appearance, E_tot = -3976.78739, -350.28861 a.u..
In order of appearance, frontier orbital gap = 7.2, 9.7 eV.
In order of appearance, LUMO level = -0.54, 0.67 eV.